1.
Below is 2 unconnected molecules or ions with the total composition C6H7N2 at a distorted geometry, with properties calculated with wB97M-V/def2-TZVPD.

Total charge: +1
E in hartree: -341.7755
Frontier orbital gap (alpha / beta) in eV: 5.88 / 5.88
LUMO (alpha / beta) in eV: -7.7 / -7.7
2S+1: 1

Last column: natural (NBO) charge in e.
CARTESIAN COORDINATES (ANGSTROEM)
C: -2.3419 0.2702 0.1467  -0.02
C: -1.2856 -0.2445 0.1128  0.26
C: 3.5756 -0.5524 -0.1982  -0.07
C: 2.3210 -1.1278 -0.3267  -0.10
C: 2.0106 0.8914 0.2889  0.17
C: -3.8010 0.1331 0.1682  -0.69
N: 3.3115 0.6839 0.2772  -0.47
N: 1.3666 -0.1886 -0.0460  -0.20
H: 4.5688 -1.0067 -0.0871  0.26
H: 2.1936 -2.2181 -0.5712  0.26
H: 1.3626 1.6795 0.7639  0.25
H: -3.9010 0.8471 -0.7992  0.31
H: -4.2814 0.4191 1.1269  0.28
H: -3.9749 -0.9413 -0.0559  0.29
H: 4.0172 1.4112 0.3251  0.45

---

2.
Below is a gas-phase ion, C6H7N2 (charge +1) at a distorted geometry, with properties calculated with wB97M-V/def2-TZVPD.

Total charge: +1
E in hartree: -341.9944
Frontier orbital gap in eV: 8.75
SMILES string: C=NC1=CC=[N+]=CC1
LUMO in eV: -5.4
2S+1: 1

Last column: natural (NBO) charge in e.
CARTESIAN COORDINATES (ANGSTROEM)
C: 2.1866 0.5523 1.1441  0.09
N: 1.3070 0.8418 0.3282  -0.27
C: 0.2029 0.6787 -0.2641  0.44
C: 0.0976 0.0275 -1.5630  -0.33
C: -0.6044 -1.1203 -1.5277  0.07
N: -1.2180 -1.5673 -0.3746  -0.40
C: -1.3971 -0.7716 0.5783  0.18
C: -1.0370 0.7207 0.5209  -0.55
H: 2.9559 1.2725 1.4009  0.23
H: 2.2601 -0.4403 1.5815  0.23
H: 0.6785 0.3438 -2.4117  0.28
H: -0.6914 -1.7867 -2.3720  0.24
H: -1.9456 -1.1085 1.4473  0.22
H: -0.9236 1.1527 1.5124  0.27
H: -1.8714 1.2046 -0.0005  0.30

---

3.
Below is a gas-phase ion, C6H7N2 (charge +1) at a distorted geometry, with properties calculated with wB97M-V/def2-TZVPD.

Total charge: +1
E in hartree: -341.9547
Frontier orbital gap in eV: 8.69
SMILES string: [NH2+]=C=C=C1CCC=N1
LUMO in eV: -5.4
2S+1: 1

Last column: natural (NBO) charge in e.
CARTESIAN COORDINATES (ANGSTROEM)
N: -3.8538 -0.3503 0.1003  -0.71
C: -2.6792 0.0149 -0.0474  0.45
C: -1.6051 0.6200 0.0014  -0.13
C: -0.2837 0.3652 0.0990  0.34
C: 1.1019 1.0151 0.0548  -0.47
C: 2.0689 -0.1726 0.1354  -0.52
C: 1.1228 -1.2765 -0.0367  0.24
N: -0.1270 -0.9920 -0.0281  -0.44
H: -4.7015 0.2094 0.2498  0.44
H: -4.2761 -1.1537 -0.2721  0.43
H: 1.0145 1.5262 -0.9874  0.28
H: 1.4291 1.7569 0.8551  0.29
H: 2.5527 -0.1752 1.1425  0.28
H: 2.8680 -0.0047 -0.6339  0.28
H: 1.3230 -2.3699 0.0191  0.23

---

4.
Below is a molecular structure, C6H7N2O at a distorted geometry, with properties calculated with wB97M-V/def2-TZVPD.

Total charge: +1
E in hartree: -417.1526
Frontier orbital gap in eV: 8.62
LUMO in eV: -5.1
2S+1: 1

Last column: natural (NBO) charge in e.
CARTESIAN COORDINATES (ANGSTROEM)
C: 1.6334 0.5027 -2.6242  0.33
C: -0.6066 -1.7644 0.9433  0.50
C: -0.1845 0.4566 0.4359  0.47
C: 0.3386 -2.0610 -0.2048  -0.33
C: 0.3400 -0.1209 -0.6662  -0.05
C: -0.3992 1.9047 0.6134  -0.70
N: -1.0647 -2.5168 1.7707  -0.57
N: 0.9329 0.2689 -1.7125  -0.20
O: -0.7191 -0.3681 1.2965  -0.44
H: 2.4307 0.4710 -3.3262  0.29
H: 1.2798 -2.2736 0.1236  0.24
H: -0.1552 -2.5947 -1.0064  0.26
H: 0.2654 2.6671 0.0019  0.25
H: -0.3679 2.1903 1.5753  0.26
H: -1.3549 2.2849 0.3344  0.28
H: -1.5054 -2.2165 2.6208  0.40

---

5.
Below is a molecular structure, C6H7N3 at a distorted geometry, with properties calculated with wB97M-V/def2-TZVPD.

Total charge: 0
E in hartree: -396.8671
Frontier orbital gap in eV: 7.85
LUMO in eV: -0.2
2S+1: 1

Last column: natural (NBO) charge in e.
CARTESIAN COORDINATES (ANGSTROEM)
C: -0.6129 1.0973 -1.6085  -0.39
C: 0.0856 2.2944 -1.8824  -0.04
C: 0.0424 0.7215 -0.4205  0.25
C: 1.8093 0.7120 0.7279  -0.01
C: -0.5136 -1.3772 0.4721  0.20
C: -0.5065 -2.4184 1.5439  -0.69
N: 1.0600 2.5844 -1.0514  -0.25
N: 1.0214 1.5874 -0.1545  -0.23
N: 0.2290 -0.3452 0.4872  -0.36
H: -1.4512 0.6477 -2.1862  0.24
H: -0.0103 3.0087 -2.8076  0.22
H: -1.1145 -1.3641 -0.4597  0.19
H: -1.5227 -2.8811 1.7109  0.24
H: -0.1973 -1.9039 2.5709  0.25
H: 0.2618 -3.1909 1.2685  0.25
H: 1.4194 0.8274 1.7895  0.13

---

6.
Below is C6H7N3O in the gas phase at a distorted geometry, with properties calculated with wB97M-V/def2-TZVPD.

Total charge: 0
E in hartree: -472.2724
Frontier orbital gap in eV: 9.47
SMILES string: NC(=O)Nc1ccccn1
LUMO in eV: 0.5
2S+1: 1

Last column: natural (NBO) charge in e.
CARTESIAN COORDINATES (ANGSTROEM)
N: 2.1802 -1.4414 -0.0029  -0.84
C: 2.4291 -0.1748 -0.6515  0.80
O: 3.4375 0.0974 -1.2227  -0.59
N: 1.3797 0.8104 -0.5499  -0.66
C: 0.0799 0.6321 -0.1620  0.34
C: -0.5831 -0.5401 -0.5447  -0.29
C: -1.9868 -0.6880 -0.1537  -0.14
C: -2.5034 0.3399 0.6619  -0.28
C: -1.7477 1.4929 0.8549  0.06
N: -0.4055 1.5036 0.5394  -0.46
H: 1.4813 -1.4856 0.7147  0.40
H: 2.8358 -2.0296 -0.0834  0.38
H: 1.7519 1.9114 -0.2946  0.44
H: -0.0723 -1.3800 -1.0990  0.24
H: -2.6376 -1.5136 -0.4076  0.22
H: -3.3912 0.1472 0.8016  0.19
H: -2.2479 2.3182 1.5994  0.21

---

7.
Below is C6H7N3O in the gas phase at a distorted geometry, with properties calculated with wB97M-V/def2-TZVPD.

Total charge: 0
E in hartree: -472.2884
Frontier orbital gap in eV: 9.57
SMILES string: NC(=O)Nc1ccccn1
LUMO in eV: 0.7
2S+1: 1

Last column: natural (NBO) charge in e.
CARTESIAN COORDINATES (ANGSTROEM)
N: 3.4890 -0.2138 -0.1892  -0.82
C: 2.3102 0.3518 0.1439  0.79
O: 2.1279 1.3675 0.8391  -0.60
N: 1.1897 -0.4858 -0.2772  -0.66
C: -0.1783 -0.1463 -0.1303  0.35
C: -1.0737 -1.1358 0.2244  -0.29
C: -2.4764 -0.7703 0.3237  -0.13
C: -2.8280 0.5929 0.0304  -0.30
C: -1.8291 1.4733 -0.2700  0.06
N: -0.4892 1.1564 -0.4350  -0.41
H: 3.6003 -0.9311 -1.0213  0.41
H: 4.0732 0.4501 -0.0730  0.38
H: 1.5343 -1.3539 -0.1615  0.38
H: -0.5648 -2.2210 0.3945  0.22
H: -3.1109 -1.5044 0.7042  0.21
H: -3.7505 0.7172 0.2685  0.21
H: -2.0237 2.6531 -0.3712  0.21

---

8.
Below is C6H7N3O in the gas phase at a distorted geometry, with properties calculated with wB97M-V/def2-TZVPD.

Total charge: 0
E in hartree: -472.0602
Frontier orbital gap in eV: 7.42
LUMO in eV: -1.0
2S+1: 1

Last column: natural (NBO) charge in e.
CARTESIAN COORDINATES (ANGSTROEM)
C: 1.7941 1.9720 -0.4995  0.17
C: 1.9536 0.6587 -0.3687  -0.19
C: 0.1054 -0.1243 0.7819  0.48
C: 2.6851 -0.4151 0.0626  0.29
C: -2.0751 -0.7947 -0.1653  -0.59
C: -1.3083 0.2130 0.6402  -0.55
N: 1.5745 3.0636 -0.9317  -0.31
N: 1.9396 -1.4249 0.7127  -0.25
N: 3.9483 -0.6342 -0.3313  -0.76
O: 0.6638 -1.2414 0.8314  -0.21
H: -3.1711 -0.6257 -0.1387  0.22
H: -2.0042 -1.7895 0.1672  0.21
H: -1.7372 -0.7101 -1.1260  0.21
H: -1.8661 0.3580 1.6114  0.25
H: -1.4760 1.1207 0.1745  0.25
H: 4.2215 -0.1185 -1.1287  0.40
H: 4.1033 -1.5688 -0.3260  0.39

---

9.
Below is 2 unconnected molecules or ions with the total composition C6H7N3O4S at a distorted geometry, with properties calculated with wB97M-V/def2-TZVPD.

Total charge: 0
E in hartree: -1095.8126
Frontier orbital gap (alpha / beta) in eV: 4.80 / 5.37
LUMO (alpha / beta) in eV: -1.8 / -4.6
Expectation value of S²: 2.054
2S+1: 3

Last column: Löwdin spin population.
CARTESIAN COORDINATES (ANGSTROEM)
C: 2.8386 -1.3325 1.6471  0.25
C: 2.4189 -2.5747 1.9786  0.29
C: 1.0172 -1.3431 0.6442  0.38
C: -1.5732 0.1303 0.4113  0.03
C: 0.1716 0.2458 -1.5116  0.03
C: -0.6400 -0.4977 -0.5178  0.22
N: 1.9819 -0.5758 0.9293  0.09
N: 3.0396 -3.4961 2.8517  0.07
N: -1.0525 -1.7796 -0.9797  0.04
O: 4.1541 -3.1891 3.2163  0.14
O: 2.4581 -4.5154 3.1677  0.07
O: -1.9405 -2.3756 -0.4322  0.02
O: -0.4721 -2.1623 -1.9784  0.09
S: 0.8397 -2.9475 1.2503  0.22
H: 3.6586 -0.8168 2.0028  0.01
H: -1.6271 -0.5240 1.2509  0.01
H: -1.2527 1.1159 0.7698  0.00
H: -2.6283 0.2766 0.1047  0.01
H: 0.8398 0.8121 -0.8876  0.00
H: -0.4398 0.7876 -2.2152  0.01
H: 0.7113 -0.2965 -2.2114  0.00

---

10.
Below is a molecular structure, C6H7N4 at a distorted geometry, with properties calculated with wB97M-V/def2-TZVPD.

Total charge: +1
E in hartree: -451.3953
Frontier orbital gap in eV: 6.00
LUMO in eV: -7.1
2S+1: 1

Last column: natural (NBO) charge in e.
CARTESIAN COORDINATES (ANGSTROEM)
C: 2.3130 -0.1492 1.6392  -0.03
C: 1.2646 -0.1448 0.6758  0.16
C: -0.5623 -1.3857 -0.6453  -0.27
C: -1.5542 -0.5262 -0.7819  -0.01
C: 1.0821 1.4554 -1.2612  0.26
C: -0.1185 -0.7654 0.6585  -0.13
N: 3.2236 0.8556 1.3132  -0.07
N: 2.8718 1.3671 0.2094  0.00
N: 1.6414 0.8920 -0.1988  -0.19
N: -1.1545 0.2109 0.3781  -0.62
H: 2.5937 -0.7340 2.4599  0.26
H: -0.2187 -2.2820 -1.3416  0.26
H: -2.3001 -0.2495 -1.4922  0.24
H: 0.1029 1.4005 -1.6672  0.26
H: 1.7293 2.2317 -1.6013  0.24
H: -0.1615 -1.3588 1.6714  0.26
H: -1.7424 0.3885 1.1380  0.39

---

11.
Below is C6H7N5O in the gas phase at a distorted geometry, with properties calculated with wB97M-V/def2-TZVPD.

Total charge: 0
E in hartree: -581.7869
Frontier orbital gap in eV: 8.45
SMILES string: OC1=NN=C[C@H]1Nc1ccn[nH]1
LUMO in eV: 0.3
2S+1: 1

Last column: natural (NBO) charge in e.
CARTESIAN COORDINATES (ANGSTROEM)
O: 1.9614 1.4692 0.2265  -0.65
C: 1.8632 0.3687 0.9464  0.55
N: 2.4097 0.1737 2.0907  -0.38
N: 2.1075 -1.1144 2.5102  -0.20
C: 1.3477 -1.6932 1.6723  0.03
C: 1.0203 -0.7987 0.4958  -0.20
N: -0.3200 -0.3117 0.5191  -0.59
C: -1.0554 0.1026 -0.5589  0.33
C: -2.4230 0.2815 -0.6649  -0.41
C: -2.6088 0.7648 -1.9666  -0.03
N: -1.4688 0.8784 -2.6115  -0.29
N: -0.5236 0.4754 -1.7436  -0.37
H: 2.4763 2.1319 0.7091  0.51
H: 0.9996 -2.6944 1.8321  0.21
H: 1.2972 -1.2300 -0.4726  0.24
H: -0.8345 -0.4347 1.3763  0.41
H: -3.1587 0.0850 0.0879  0.22
H: -3.5346 1.0250 -2.4414  0.21
H: 0.4443 0.5209 -2.0070  0.41

---

12.
Below is C6H7N5O2S2 in the gas phase at a distorted geometry, with properties calculated with wB97M-V/def2-TZVPD.

Total charge: 0
E in hartree: -1453.2578
Frontier orbital gap in eV: 9.35
SMILES string: C[S@@](=O)(=Nn1cnnc1)Oc1cncs1
LUMO in eV: -0.2
2S+1: 1

Last column: natural (NBO) charge in e.
CARTESIAN COORDINATES (ANGSTROEM)
C: 1.1266 2.1056 0.9248  -0.85
S: 0.2927 1.8066 -0.7962  2.21
O: 0.3848 2.9683 -1.5966  -0.87
N: 0.4232 0.4905 -1.4420  -0.78
N: 1.1426 -0.6757 -1.3183  -0.22
C: 2.3089 -0.8050 -0.5328  0.14
N: 2.5394 -2.0579 -0.3714  -0.28
N: 1.4483 -2.8757 -0.8661  -0.26
C: 0.6069 -2.0223 -1.2710  0.18
O: -1.2004 1.7912 -0.0486  -0.68
C: -1.6626 0.5348 0.1555  0.06
C: -1.5199 -0.1393 1.3910  -0.09
N: -2.0704 -1.3414 1.5854  -0.40
C: -2.8020 -1.6751 0.4579  -0.15
S: -2.7965 -0.4398 -0.8251  0.38
H: 2.2378 2.4284 0.8933  0.25
H: 0.5793 2.9044 1.4044  0.25
H: 1.0141 1.2162 1.5883  0.24
H: 2.9696 -0.0782 -0.2317  0.21
H: -0.3644 -2.2105 -1.6545  0.21
H: -1.0033 0.4367 2.1479  0.21
H: -3.6546 -2.3619 0.4058  0.23

---

How do the records compare in energy relative to the best compared isomer or geometry (same formula, charge and spin)? In the order shown, they have 183.4; 46.0; 70.9; 85.8; 141.3; 43.6; 33.5; 176.8; 68.9; 112.4; 44.7; 49.9 kcal/mol.